Arrangement 1

{"formula": "C5H12IN2", "method": "ωB97M-V/def2-TZVPD", "species": ["C", "C", "C", "C", "C", "N", "N", "I", "H", "H", "H", "H", "H", "H", "H", "H", "H", "H", "H", "H"], "coordinates": [[0.16291, 0.37343, 0.27479], [2.03804, 0.91143, -1.36174], [-1.37289, -1.03284, 1.72662], [-1.89259, -0.73743, -0.61558], [0.52862, 0.73894, -1.30136], [-0.89803, -0.39564, 0.47544], [0.98909, 0.86754, 1.16455], [-0.81025, 2.55618, -1.58738], [2.24140, 2.02244, -0.94355], [2.59179, 0.80427, -2.38807], [2.41394, 0.18487, -0.69683], [-0.61605, -1.09031, 2.55983], [-2.09458, -0.28928, 2.03774], [-1.83527, -2.00081, 1.55051], [-2.48790, -1.57722, -0.29847], [-2.48248, 0.13893, -0.82627], [-1.47681, -1.03997, -1.57613], [0.08884, -0.16659, -1.83969], [1.57988, 1.64720, 0.82841], [0.73710, 0.96328, 2.15768]], "mulliken_charge": [0.5924, -1.2073, -1.0530, -0.9794, -0.3304, 0.0530, -0.3633, 0.2198, 0.3080, 0.2985, 0.4396, 0.3183, 0.4829, 0.3054, 0.2992, 0.3613, 0.3666, 0.4016, 0.2136, 0.2730], "homo_lumo_gap_ev": 9.46, "total_charge": 1, "smiles": "C[C@H](I)C(=[NH2+])N(C)C"}



Arrangement 2

{"formula": "C5H12IN2", "method": "ωB97M-V/def2-TZVPD", "species": ["C", "C", "C", "C", "C", "N", "N", "I", "H", "H", "H", "H", "H", "H", "H", "H", "H", "H", "H", "H"], "coordinates": [[-0.89165, -0.45067, -0.03681], [1.03277, -0.05746, 1.41957], [1.38533, -0.72546, -0.97389], [0.36765, 1.59619, -0.42129], [0.47797, 0.11633, -0.04509], [-2.18860, 0.78271, -0.16272], [-1.26872, -1.67050, -0.19482], [-4.00879, 0.06042, 0.31878], [0.53329, 0.47330, 2.08870], [0.93771, -1.04102, 1.68930], [2.12169, 0.35997, 1.50655], [1.33309, -0.19923, -2.00274], [1.18850, -1.90184, -0.92565], [2.38600, -0.52658, -0.69108], [1.24949, 2.05505, -0.17028], [0.36191, 1.79070, -1.41557], [-0.45152, 2.23109, 0.04417], [-1.81289, 1.44555, 0.50523], [-0.59768, -2.34591, -0.61261], [-2.15555, -1.99263, 0.08024]], "mulliken_charge": [0.5174, -1.5890, -1.3178, -1.7629, 1.2932, -0.5763, -0.1926, 0.2220, 0.5190, 0.4606, 0.3712, 0.3380, 0.3461, 0.3653, 0.4990, 0.5403, 0.2615, 0.3616, 0.2022, 0.1412], "homo_lumo_gap_ev": 8.66, "total_charge": 1, "smiles": "CC(C)(C)C(=[NH2+])NI"}



Stability ranking, top entry: arrangement 1; the second entry is 230.7 kJ/mol less favorable.



Arrangement 1

{"formula": "C3H6Cl2OSi", "method": "ωB97M-V/def2-TZVPD", "species": ["C", "C", "C", "O", "Si", "Cl", "Cl", "H", "H", "H", "H", "H", "H"], "coordinates": [[0.73902, -0.92700, -1.95814], [1.58229, -0.64799, -0.99148], [-0.89105, 0.20194, 1.80386], [0.43241, -0.21365, 2.02585], [1.31671, -1.26262, 1.17237], [3.04417, -1.36132, 2.15256], [0.34276, -3.03308, 1.04796], [0.93082, -0.60082, -2.97321], [-0.16887, -1.48668, -1.80692], [2.49015, -0.09195, -1.16263], [-0.90032, 1.00880, 1.06943], [-1.28962, 0.56118, 2.75014], [-1.50398, -0.62198, 1.43572]], "mulliken_charge": [-0.5469, -0.3635, -0.5930, -0.2055, 0.6621, -0.2234, -0.2489, 0.2549, 0.1949, 0.2977, 0.2670, 0.2310, 0.2737], "homo_lumo_gap_ev": 10.73, "smiles": "C=C[Si](Cl)(Cl)OC"}



Arrangement 2

{"formula": "C3H6Cl2OSi", "method": "ωB97M-V/def2-TZVPD", "species": ["C", "C", "C", "O", "Si", "Cl", "Cl", "H", "H", "H", "H", "H", "H"], "coordinates": [[1.39928, 0.77084, 0.91720], [0.53831, 1.59262, 0.31727], [-1.22690, -1.05794, -0.72997], [0.69449, 1.14432, -2.39712], [-0.40244, 1.06600, -1.17931], [1.02213, 0.49172, -3.90218], [-1.99012, 2.32640, -1.64885], [1.76914, 0.80691, 1.95891], [1.89706, -0.05876, 0.29734], [-0.00419, 2.28063, 0.91643], [-1.70004, -0.92616, 0.23528], [-1.83126, -1.50486, -1.55605], [-0.47828, -1.67470, -0.54740]], "mulliken_charge": [-0.5637, -0.2387, -1.1531, -0.2127, 0.6031, 0.0419, -0.2865, 0.2622, 0.1803, 0.3633, 0.3095, 0.2784, 0.4160], "homo_lumo_gap_ev": 9.61, "smiles": "C=C[Si@@](C)(Cl)OCl"}



Stability ranking, top entry: arrangement 1; the second entry is 346.0 kJ/mol less favorable.



Arrangement 1

{"formula": "C7H12NOS", "method": "ωB97M-V/def2-TZVPD", "species": ["C", "C", "C", "C", "C", "C", "C", "N", "O", "S", "H", "H", "H", "H", "H", "H", "H", "H", "H", "H", "H", "H"], "coordinates": [[-0.24768, 0.83379, 0.81384], [-0.25542, -0.64646, -1.99848], [0.13802, -1.78571, -1.08951], [-1.38961, 0.05479, -1.14835], [0.95139, -0.91448, 1.31609], [-0.19256, -1.28836, 0.39258], [0.66906, 3.26003, 1.51650], [-0.90537, -0.10557, 0.18570], [0.80757, 0.49950, 1.48548], [-0.70961, 2.57301, 0.60385], [0.36819, 0.18535, -2.15278], [-0.71975, -0.94767, -2.91588], [-0.40316, -2.63841, -1.16926], [1.18430, -1.96200, -1.07373], [-1.42441, 1.06286, -1.38608], [-2.26829, -0.57312, -1.32446], [0.97423, -1.26007, 2.25432], [1.91037, -1.19335, 0.89330], [-0.89194, -2.01791, 0.67983], [1.67993, 2.93632, 1.36967], [0.48508, 2.91209, 2.52336], [0.63785, 4.36192, 1.48989]], "mulliken_charge": [0.5468, -0.5412, -0.8103, -0.8270, -0.5718, -0.0754, -0.8751, 0.0630, -0.3303, 0.0332, 0.3023, 0.4063, 0.3972, 0.3432, 0.4140, 0.3874, 0.3571, 0.3210, 0.4500, 0.3262, 0.3335, 0.3500], "homo_lumo_gap_ev": 10.28, "total_charge": 1}



Arrangement 2

{"formula": "C7H12NOS", "method": "ωB97M-V/def2-TZVPD", "species": ["C", "C", "C", "C", "C", "C", "C", "N", "O", "S", "H", "H", "H", "H", "H", "H", "H", "H", "H", "H", "H", "H"], "coordinates": [[-0.04247, -1.45790, 0.88217], [-1.53152, -1.46660, 0.78897], [-1.46155, 0.34809, -0.90549], [2.08722, -0.12797, 0.55428], [0.52927, -0.12848, 0.78966], [0.99683, 0.52362, -1.69755], [-0.02308, 0.66389, -0.53444], [-0.08067, 2.12134, -0.06255], [-1.91464, -0.93105, -0.49220], [2.45385, -0.14162, -1.27324], [0.12778, -1.92446, 1.77391], [0.45209, -1.99614, 0.05407], [-1.99542, -2.38097, 0.68479], [-2.14808, -0.94738, 1.54336], [-2.11817, 1.05922, -0.43772], [-1.81017, 0.21918, -1.92867], [2.49755, 0.92602, 0.95389], [2.74142, -0.98189, 0.99363], [0.41271, 0.53339, 1.62391], [0.83617, 0.88942, -2.75095], [0.84618, 2.57487, -0.06863], [-0.85531, 2.62543, -0.49121]], "mulliken_charge": [-0.6176, -0.6730, -1.0858, -0.7431, -0.2763, -0.3488, 1.5484, -0.6501, -0.3829, 0.1319, 0.4440, 0.2447, 0.3832, 0.3236, 0.4457, 0.2690, 0.3897, 0.4177, 0.3308, 0.3580, 0.2535, 0.2376], "homo_lumo_gap_ev": 7.34, "total_charge": 1}



Stability ranking, top entry: arrangement 1; the second entry is 156.1 kJ/mol less favorable.